The following is a quantum chemistry calculation of a structure of composition C46H35BaCl3N5O3PS4Si at a distorted geometry, from the Open Molecules 2025 dataset.

Structure (XYZ):
```
99
Properties=species:S:1:pos:R:3:forces:R:3:lowdin_charge:R:1
Ba 0.558369 1.969738 -2.582164 -1.09 2.40 0.23 1.324
O 1.761392 7.625169 1.818796 0.00 0.02 -0.01 -0.135
C 1.445452 6.911482 0.884682 -0.01 0.03 0.02 -1.077
S -0.145538 6.206094 0.671568 -0.01 -0.08 -0.06 0.918
C 0.170180 5.290458 -0.809698 0.21 0.03 0.02 -1.210
C 1.411964 5.416187 -1.334139 -0.17 0.03 0.19 -1.230
S 2.033813 4.719528 -2.802049 0.29 0.03 -0.19 0.281
S 2.525155 6.453444 -0.423481 -0.01 -0.07 -0.08 0.896
S -1.160475 4.339921 -1.409343 -0.35 -0.05 -0.04 0.278
N -2.036461 -1.212358 -1.505851 -0.11 0.00 0.01 0.153
C -3.169741 -1.459883 -2.220986 -0.05 0.08 0.09 -0.249
C -3.910877 -2.616251 -2.095974 0.01 -0.01 -0.01 -0.043
C -5.088791 -2.804296 -2.840381 -0.02 0.03 -0.04 -0.109
C -5.541040 -1.853842 -3.711934 -0.02 -0.03 0.02 -0.073
C -4.811560 -0.649299 -3.861444 0.05 0.04 0.03 -0.168
C -5.199142 0.379873 -4.750217 -0.02 -0.03 0.03 -0.024
C -4.457966 1.519148 -4.834840 -0.04 0.01 -0.03 -0.049
C -3.313921 1.644591 -4.020663 0.12 0.03 0.07 -0.168
N -2.913474 0.712288 -3.196332 0.16 -0.07 0.02 0.114
C -3.636960 -0.434867 -3.111839 -0.05 0.07 -0.06 -0.180
H -1.572320 -1.977418 -1.049773 0.04 0.00 -0.08 0.094
H -1.442440 -0.482766 -1.862660 0.17 -0.09 0.09 0.039
H -3.571698 -3.390893 -1.417898 0.01 0.00 0.00 0.101
H -5.638929 -3.730708 -2.723238 0.00 0.00 0.02 0.093
H -6.444276 -2.003836 -4.290882 0.00 0.00 -0.01 0.096
H -6.084860 0.238409 -5.359861 0.00 0.01 -0.01 0.109
H -4.718170 2.315883 -5.518361 0.01 0.01 0.01 0.104
H -2.712214 2.549209 -4.064802 -0.03 0.00 -0.01 0.102
C 3.635582 -5.927535 5.382213 -0.03 -0.03 -0.02 -0.105
O 3.501971 -4.627909 4.855776 0.07 0.03 0.04 -0.094
C 4.129572 -4.369457 3.666127 -0.03 -0.03 -0.06 -0.291
C 4.728570 -5.333437 2.871299 -0.02 -0.04 0.00 -0.034
C 5.349251 -4.957957 1.681537 -0.04 0.00 -0.13 -0.040
C 5.352505 -3.642162 1.250210 -0.26 -0.06 0.14 -0.301
C 4.739307 -2.679798 2.067489 0.17 0.04 -0.12 -0.025
C 4.146045 -3.035965 3.257270 -0.04 0.02 0.00 -0.002
N 6.167621 -3.312214 0.121902 0.19 0.43 0.08 0.045
N 5.871183 -2.438549 -0.723120 -0.08 -0.44 -0.18 0.052
C 4.586046 -1.916540 -0.923116 -0.22 0.13 0.16 -0.250
C 3.396987 -2.597288 -0.695910 0.27 -0.07 -0.08 -0.031
C 2.161558 -2.061040 -1.010097 -0.11 0.05 -0.07 -0.020
C 2.021526 -0.757652 -1.519166 0.16 -0.26 0.08 -0.387
O 0.890263 -0.210939 -1.751204 0.40 -1.42 0.56 -0.418
C 3.257757 -0.038462 -1.790636 0.04 -0.05 0.02 -0.153
N 3.127990 1.215526 -2.298507 0.52 -0.27 0.06 -0.032
C 4.205550 1.893843 -2.615996 -0.01 -0.08 -0.04 -0.141
C 5.499910 1.364065 -2.456111 0.01 -0.04 0.05 -0.043
C 5.651691 0.120481 -1.912338 0.03 0.02 -0.01 -0.009
C 4.510938 -0.630395 -1.548240 0.03 -0.01 0.10 -0.096
H 3.210742 -5.899186 6.382887 -0.02 0.00 -0.01 0.087
H 4.685247 -6.229575 5.444742 0.01 0.02 0.01 0.091
H 3.091466 -6.665382 4.784270 0.00 0.01 -0.02 0.091
H 4.728949 -6.375257 3.158588 0.00 -0.01 0.00 0.095
H 5.829848 -5.705686 1.062442 0.05 0.00 0.04 0.107
H 4.739414 -1.643168 1.759296 -0.01 0.03 0.01 0.121
H 3.678017 -2.289258 3.886184 -0.01 -0.01 0.00 0.121
H 3.436920 -3.601765 -0.298992 -0.01 -0.06 0.01 0.111
H 1.264340 -2.653692 -0.878890 0.00 0.01 0.02 0.108
H 4.043339 2.894058 -3.003492 0.01 0.03 0.07 0.047
H 6.356980 1.954094 -2.751738 0.00 0.01 0.00 0.100
H 6.628559 -0.317267 -1.756177 0.01 0.02 0.00 0.102
Cl -0.672144 2.284223 -7.031535 -0.06 0.07 -0.11 -0.001
Si -0.057932 0.931363 -5.476181 -0.31 -0.39 -0.81 -0.647
Cl -1.348857 -0.732773 -5.964065 -0.03 -0.04 0.01 0.028
Cl 1.765042 0.186258 -6.339827 0.19 -0.04 -0.06 0.000
C -1.020285 4.774712 3.854688 0.00 0.00 0.02 -0.120
C -2.214997 4.594485 3.176983 0.00 -0.02 0.00 -0.106
C -2.344620 3.581935 2.234122 0.00 -0.01 0.04 -0.091
C -1.280531 2.728777 1.967305 0.18 -0.05 -0.03 -0.383
C -0.070691 2.940568 2.630840 -0.02 0.03 -0.03 -0.110
C 0.059419 3.949626 3.570540 0.00 -0.01 0.01 -0.099
P -1.332089 1.340317 0.752093 -0.23 0.17 0.22 1.094
C -3.158810 1.146368 0.587823 0.06 -0.09 -0.01 -0.372
C -3.797067 1.973482 -0.334541 -0.04 0.03 -0.03 -0.133
C -5.169005 1.891929 -0.531410 0.04 0.00 -0.04 -0.083
C -5.921864 0.968541 0.177760 -0.01 -0.02 0.03 -0.103
C -5.295002 0.137005 1.095561 -0.03 0.02 0.00 -0.096
C -3.925580 0.228485 1.302044 0.03 -0.06 -0.07 -0.084
C -0.902005 -0.035203 1.908346 0.01 0.02 -0.04 -0.369
C -0.099550 -1.051276 1.396714 0.01 0.00 -0.01 -0.097
C 0.307493 -2.114439 2.194545 -0.01 -0.02 0.03 -0.082
C -0.083094 -2.167635 3.523914 -0.01 0.02 0.00 -0.099
C -0.872224 -1.150522 4.051664 0.00 0.02 0.00 -0.091
C -1.274368 -0.090626 3.252484 0.03 -0.02 0.00 -0.106
H -0.916210 5.574108 4.577820 0.00 0.01 -0.01 0.097
H -3.051014 5.256648 3.367369 0.00 0.00 -0.01 0.098
H -3.277599 3.463939 1.699954 -0.01 0.01 0.03 0.096
H 0.779660 2.305909 2.403954 0.01 0.00 0.02 0.109
H 1.008119 4.106481 4.068548 0.01 0.00 -0.02 0.101
H -3.211334 2.696018 -0.889129 0.02 0.04 -0.04 0.034
H -5.643594 2.543168 -1.255860 0.01 0.00 0.00 0.103
H -6.989913 0.891481 0.012526 0.00 0.00 0.00 0.092
H -5.875040 -0.588599 1.653914 0.01 -0.02 -0.01 0.093
H -3.454325 -0.438741 2.011543 0.00 0.00 -0.01 0.089
H 0.227808 -0.981200 0.366970 -0.02 -0.01 -0.01 0.053
H 0.944277 -2.888822 1.782347 0.02 0.03 -0.01 0.094
H 0.239119 -2.988246 4.153929 0.01 0.00 0.00 0.094
H -1.163710 -1.177776 5.095100 -0.01 0.00 0.00 0.095
H -1.868600 0.710489 3.676406 -0.01 0.00 0.00 0.111
```
Forces are in eV/Å.

net charge: -2
orbital gap: 4.579 eV
lowest unoccupied orbital energy: 3.206 eV



The following is a quantum chemistry calculation of a structure of composition C46H36BrClGeIN2NaO12 at a distorted geometry, from the Open Molecules 2025 dataset.

Structure (XYZ):
```
101
Properties=species:S:1:pos:R:3:forces:R:3:lowdin_charge:R:1
Na -1.231300 -1.232266 0.225278 -0.12 2.10 -0.06 0.221
O -1.109561 2.136518 4.100728 -0.06 -0.11 -0.06 0.083
C -0.902324 1.736516 2.978891 0.04 0.26 -0.06 -0.571
O -0.422785 0.546095 2.669040 -0.03 -1.07 0.37 -0.160
C -1.108693 2.603591 1.764685 0.15 0.21 0.04 -0.201
C -0.948511 3.977627 1.885563 -0.08 0.03 -0.06 -0.012
C -0.962294 4.737467 0.721635 -0.06 -0.11 0.04 -0.061
C -1.172141 4.098363 -0.487996 0.00 0.02 0.15 -0.005
C -1.386056 2.720220 -0.496883 0.07 0.23 -0.06 -0.182
N -1.324618 1.989937 0.608242 0.16 -0.16 -0.08 0.167
C -1.744748 2.023730 -1.809017 -0.01 0.33 -0.29 -0.664
O -1.509471 2.653195 -2.855861 0.11 -0.11 0.20 -0.019
O -2.300271 0.905769 -1.686350 0.05 -0.22 -0.09 -0.299
H -0.802691 4.410196 2.866001 0.02 -0.01 0.00 0.111
H -0.817068 5.811139 0.763816 0.01 -0.01 0.00 0.095
H -1.189703 4.621354 -1.432850 -0.01 0.00 -0.03 0.105
O 0.246834 -2.262308 3.681186 -0.50 0.20 0.11 -0.364
Cl -0.455992 -2.640590 2.471067 0.04 -0.98 0.80 0.695
O -0.477690 -4.066675 2.371460 0.03 0.10 -0.09 -0.297
O -1.787672 -2.107145 2.476044 -0.05 0.12 -0.13 -0.312
O 0.278350 -2.076726 1.340264 0.46 -0.12 0.45 -0.401
C 5.676048 1.877744 -0.074089 -0.01 0.02 0.09 -0.064
O 5.505441 2.018082 -1.477355 0.03 0.08 -0.11 -0.131
C 4.309642 2.608108 -1.863197 0.07 0.12 0.09 -0.240
C 4.059174 3.946825 -1.635259 0.01 0.03 0.04 -0.031
C 2.891160 4.523306 -2.118796 -0.04 -0.02 0.01 -0.094
C 1.996783 3.752820 -2.847599 0.06 0.05 0.11 -0.068
C 2.258188 2.413456 -3.090456 -0.20 -0.17 -0.06 0.006
C 3.407224 1.820248 -2.582031 0.03 0.06 -0.07 -0.157
N 3.827561 0.516765 -2.839978 -0.12 -0.18 0.34 0.105
C 3.244564 -0.497791 -3.523182 -0.03 0.05 -0.08 -0.038
C 1.940386 -0.818191 -3.757975 -0.09 0.10 0.27 -0.123
C 1.718866 -1.747125 -4.846532 0.01 -0.10 -0.08 -0.076
C 0.484600 -2.103185 -5.231376 0.08 -0.08 -0.15 -0.091
C -0.658782 -1.576596 -4.538980 0.01 0.06 0.07 -0.058
C -0.531157 -0.794337 -3.453907 -0.20 0.09 -0.10 0.011
C 0.769438 -0.401084 -2.925093 0.03 0.06 -0.09 -0.339
O 0.871255 0.216589 -1.862322 0.42 -0.21 -0.27 0.051
H 5.614503 2.843777 0.431403 0.00 0.01 0.00 0.083
H 6.665773 1.452008 0.082605 -0.01 0.00 -0.01 0.087
H 4.922978 1.210379 0.343418 -0.11 -0.07 0.07 0.091
H 4.785297 4.537133 -1.088843 0.01 -0.03 0.00 0.110
H 2.686855 5.569541 -1.928497 -0.01 -0.02 0.02 0.094
H 1.071022 4.177363 -3.211145 -0.04 -0.05 -0.03 0.103
H 1.559356 1.835414 -3.676447 -0.01 0.03 0.09 0.113
H 4.775307 0.362995 -2.532286 0.05 0.03 -0.16 0.136
H 3.990573 -1.147741 -3.978730 -0.02 0.01 -0.03 0.124
H 2.590523 -2.095898 -5.392870 -0.01 -0.07 0.05 0.097
H 0.337502 -2.773237 -6.069289 0.02 -0.02 0.01 0.093
H -1.644271 -1.844439 -4.898685 -0.06 -0.01 0.06 0.105
H -1.391695 -0.394215 -2.930365 0.03 -0.04 0.01 0.095
O -0.328453 -3.511668 -1.782607 -0.02 -0.04 -0.01 0.006
C -1.543923 -3.288816 -1.681960 -0.01 -0.29 -0.09 -0.640
O -2.144644 -2.624646 -0.797185 -0.70 -1.06 -1.02 -0.100
C -2.450401 -3.877353 -2.767185 -0.04 0.11 0.08 -0.130
C -3.652257 -3.243581 -3.069633 -0.03 -0.03 -0.02 -0.028
C -4.480546 -3.743422 -4.065219 0.03 -0.03 -0.03 -0.101
C -4.120962 -4.896412 -4.754671 -0.02 0.00 0.01 -0.130
C -2.922064 -5.532196 -4.455305 -0.05 0.01 -0.02 -0.113
C -2.087589 -5.018007 -3.470436 0.03 -0.05 -0.09 -0.037
H -3.911912 -2.352878 -2.509758 -0.01 -0.02 0.02 0.108
H -5.409722 -3.239689 -4.307269 0.00 0.02 0.03 0.090
H -4.777367 -5.302551 -5.516789 0.02 0.02 -0.02 0.082
H -2.641881 -6.427976 -4.999392 0.02 -0.01 0.04 0.085
H -1.142368 -5.492382 -3.236258 0.02 0.07 0.02 0.109
Ge 1.377044 0.207767 2.504814 0.70 0.73 -0.15 1.037
C 1.952479 1.533016 3.860549 -0.09 -0.22 -0.13 -0.263
C 2.162166 2.859408 3.490407 0.04 -0.06 -0.01 -0.119
C 2.374285 3.843143 4.447402 0.03 0.02 0.02 -0.099
C 2.378328 3.509004 5.793606 0.03 0.04 -0.03 -0.109
C 2.170215 2.191623 6.178371 0.02 -0.03 0.03 -0.095
C 1.956483 1.213975 5.218347 0.02 0.00 -0.09 -0.095
C 2.587924 -1.338724 2.547219 -0.21 0.09 0.09 -0.302
C 2.908339 -2.088871 3.673869 0.20 0.11 0.00 -0.114
C 3.810528 -3.137796 3.578596 0.08 0.08 0.03 -0.091
C 4.405700 -3.437833 2.360086 -0.01 0.04 -0.07 -0.105
C 4.073678 -2.705419 1.228750 0.13 -0.03 0.06 -0.087
C 3.162677 -1.663358 1.322189 0.03 0.18 0.07 -0.121
H 1.539867 0.784967 1.089326 0.19 0.04 -0.03 0.044
H 2.135229 3.130307 2.441391 -0.01 0.05 -0.06 0.096
H 2.514447 4.874318 4.143356 0.02 -0.01 -0.01 0.094
H 2.534430 4.276704 6.542407 -0.02 0.00 0.01 0.090
H 2.151337 1.933867 7.230698 0.01 -0.02 0.00 0.094
H 1.757889 0.192701 5.522598 -0.01 0.03 0.08 0.098
H 2.426522 -1.875555 4.619232 0.07 -0.06 -0.05 0.089
H 4.043412 -3.732263 4.453906 0.00 0.02 0.02 0.094
H 5.122607 -4.247196 2.290999 -0.04 -0.05 -0.01 0.090
H 4.512343 -2.956824 0.270969 -0.03 -0.01 -0.02 0.096
H 2.869124 -1.112308 0.433351 0.01 -0.07 -0.02 0.091
Br -4.301761 0.746053 3.560425 -0.07 -0.06 0.02 0.769
C -5.815993 0.089551 2.620588 0.16 0.04 -0.10 -0.717
C -6.950041 -0.223414 3.357509 -0.04 0.00 0.05 -0.159
C -8.093869 -0.665315 2.712973 0.01 0.00 -0.02 -0.117
C -8.096912 -0.786759 1.330288 -0.04 -0.02 0.02 -0.114
C -6.952095 -0.491162 0.608988 0.06 0.00 -0.08 -0.167
C -5.783817 -0.057836 1.234235 0.21 0.04 0.12 -0.684
I -4.083289 0.363056 0.038616 -0.84 -0.02 0.15 1.296
H -6.931437 -0.121441 4.434626 0.02 0.02 -0.01 0.087
H -8.975792 -0.914816 3.290327 0.00 0.02 0.00 0.090
H -8.989744 -1.120154 0.814820 0.02 -0.01 -0.01 0.091
H -6.943968 -0.595527 -0.469242 -0.03 -0.03 0.02 0.084
```
Forces are in eV/Å.

net charge: -2
orbital gap: 7.000 eV
lowest unoccupied orbital energy: 3.715 eV